(1)
81
Properties=species:S:1:pos:R:3:forces:R:3 method="wB97M-V/def2-TZVPD" e_tot_ev=-162400.611 orbital_gap_ev=6.837 relative_energy_ev=0.667 charge=0 fmax_ha_per_bohr=0.0218 e_lumo_ev=-0.79
Y -0.45961 0.10456 0.24248 0.3 1.0 -0.3
N 2.05755 3.43745 -2.40812 0.1 0.0 0.0
C 1.11515 2.79477 -1.66433 0.1 0.1 0.1
S 1.53438 2.29582 -0.06784 -0.3 -0.1 -0.3
N -0.05002 2.65432 -2.24396 -0.1 0.0 0.0
N -0.93037 1.87402 -1.55063 0.1 0.1 0.1
C -2.15785 2.14175 -1.76573 -0.3 -0.3 0.0
C -3.20330 1.23551 -1.27376 0.1 0.0 0.0
C -4.54413 1.56697 -1.39414 -0.1 0.0 -0.1
C -5.50174 0.65459 -0.98507 0.0 -0.1 0.0
C -5.09227 -0.57451 -0.48709 0.0 0.1 0.0
C -3.73237 -0.82152 -0.38618 0.0 0.0 0.0
N -2.80868 0.06249 -0.75243 0.0 0.0 -0.1
H 2.85701 3.80310 -1.92346 0.0 0.0 0.0
H 1.74328 3.91588 -3.23612 0.0 0.0 0.0
H -2.43897 2.97994 -2.39861 0.0 0.0 0.0
H -4.82257 2.52801 -1.80583 0.0 0.0 0.0
H -6.55356 0.89663 -1.06194 0.0 0.0 0.0
H -5.80344 -1.32439 -0.17173 0.0 0.0 0.0
H -3.36010 -1.75349 0.02286 0.0 0.0 0.0
C 4.13092 -2.90169 -1.86542 0.0 0.0 0.0
C 4.11623 -3.23727 -0.51603 0.0 0.0 0.0
C 3.44232 -2.43738 0.39041 0.1 -0.1 0.0
C 2.78322 -1.30938 -0.07150 -0.4 0.3 0.0
C 2.77264 -0.96936 -1.41469 0.1 0.0 -0.1
C 3.46550 -1.76800 -2.31176 0.0 0.0 0.0
N 1.98792 -0.49954 0.81608 0.3 -0.4 -0.1
N 2.45696 -0.43238 1.95495 0.2 -0.1 0.2
C 1.71410 0.34891 2.87587 -0.2 -0.1 0.0
C 2.21032 0.38436 4.16521 0.3 0.0 0.0
C 1.58200 1.19643 5.08721 -0.1 0.1 0.1
C 0.49646 1.95350 4.67092 0.1 -0.1 0.0
C 0.04645 1.81578 3.36565 0.0 0.0 0.1
N 0.61685 0.99225 2.48674 0.0 -0.2 0.0
H 4.64868 -3.53545 -2.57354 0.0 0.0 0.0
H 4.60426 -4.13945 -0.17129 0.0 0.0 0.0
H 3.38655 -2.69296 1.44011 0.0 0.0 0.0
H 2.24412 -0.07994 -1.73542 0.0 0.0 0.0
H 3.47161 -1.51074 -3.36275 0.0 0.0 0.0
H 3.08688 -0.20330 4.39923 0.0 0.0 0.0
H 1.93916 1.25353 6.10672 0.0 0.0 0.0
H -0.00712 2.63094 5.34556 0.0 0.0 0.0
H -0.80689 2.37066 3.00468 0.0 0.0 0.0
O 0.54475 -3.81200 2.26969 0.0 0.0 0.1
C 0.88086 -4.62046 1.24110 0.0 0.0 0.0
C 1.45443 -5.84915 1.56952 0.0 0.0 -0.1
C 1.84091 -6.72396 0.57365 0.0 0.0 0.0
C 1.65987 -6.39427 -0.76709 0.0 0.0 0.0
C 1.09355 -5.17772 -1.09219 0.0 0.0 0.0
C 0.69594 -4.27292 -0.10662 0.0 0.1 0.1
C 0.15619 -2.94043 -0.49215 0.2 -0.3 0.0
O -0.05804 -2.07171 0.45296 -0.3 -0.1 -0.2
N -0.02943 -2.73176 -1.75343 -0.1 0.2 -0.1
N -0.41828 -1.42061 -2.06884 0.0 -0.1 0.3
C -0.83955 -1.38923 -3.27690 0.1 -0.1 -0.2
S -0.88042 -2.86680 -4.25889 0.1 0.2 0.1
C -1.66178 -2.07013 -5.68857 -0.1 -0.1 0.0
C -1.19579 -0.63329 -5.75268 0.1 0.0 0.0
S -1.35628 0.06775 -4.09310 -0.1 0.1 0.0
H 0.19055 -2.98599 1.88022 0.0 0.0 -0.1
H 1.58639 -6.08973 2.61608 0.0 0.0 0.0
H 2.28634 -7.67372 0.84349 0.0 0.0 0.0
H 1.96463 -7.08008 -1.54622 0.0 0.0 0.0
H 0.95664 -4.88631 -2.12449 0.0 0.0 0.0
H -2.74460 -2.11961 -5.57221 0.0 0.0 -0.1
H -1.37042 -2.62670 -6.57902 0.0 0.0 0.0
H -1.80546 -0.02912 -6.42347 0.0 0.0 0.0
H -0.15112 -0.57103 -6.05786 0.0 0.0 0.0
Br -5.68626 -1.99986 5.59781 0.0 0.0 0.0
C -5.13911 -0.52864 4.55014 0.0 0.0 0.0
C -5.88033 0.64412 4.57448 0.0 0.1 0.0
N -5.55479 1.71892 3.86102 0.1 -0.1 0.0
C -4.46596 1.64377 3.09881 -0.1 0.1 0.0
C -3.66950 0.50994 3.01315 0.0 0.0 0.0
C -4.01284 -0.61017 3.75680 0.0 0.0 0.0
C -2.48296 0.47961 2.10529 0.0 0.0 0.0
O -1.84648 -0.60684 1.97935 -0.1 0.0 0.1
O -2.16050 1.50987 1.46502 0.2 -0.1 -0.1
H -6.76900 0.71641 5.19039 0.0 0.0 0.0
H -4.21021 2.52171 2.51791 0.0 0.0 0.0
H -3.40877 -1.50546 3.69766 0.0 0.0 0.0

(2)
73
Properties=species:S:1:pos:R:3:forces:R:3 method="wB97M-V/def2-TZVPD" e_tot_ev=-119213.244 orbital_gap_ev=4.731 relative_energy_ev=1.654 charge=-2 fmax_ha_per_bohr=0.0081 e_lumo_ev=4.29
Fe 0.49414 1.07897 0.04675 0.0 0.3 -0.3
Cl 3.73246 7.09949 -1.13443 0.0 0.0 0.0
C 3.41821 5.45897 -0.61725 0.0 0.0 0.0
C 2.15194 4.92794 -0.84499 0.0 0.0 0.0
C 1.86060 3.62877 -0.44556 0.1 0.1 0.0
N 0.68270 2.93982 -0.70865 0.0 -0.2 0.3
C 0.09434 3.14057 -1.89796 0.1 -0.1 -0.1
O -0.09138 4.18466 -2.51886 0.0 0.1 0.0
C -0.11268 1.82176 -2.61407 0.0 0.0 0.0
C -0.61534 1.77566 -3.90211 0.0 0.0 0.0
C -0.53229 0.58703 -4.60678 0.0 0.0 0.0
C 0.07601 -0.50239 -4.00697 0.0 0.0 0.0
C 0.53624 -0.38139 -2.70430 0.0 0.0 0.0
N 0.42537 0.75081 -2.01047 0.0 0.0 0.2
C 2.85909 2.85600 0.21105 0.0 0.0 0.0
C 4.11715 3.40523 0.42113 0.0 0.0 0.0
C 4.39187 4.70661 0.00667 0.0 0.0 0.0
Cl 5.98973 5.35213 0.29794 0.0 0.0 0.0
N 2.41198 1.60647 0.64243 0.0 0.0 0.0
C 2.81363 1.18870 1.84733 0.0 0.0 0.0
O 3.87091 1.38977 2.45598 0.0 0.0 0.0
C 1.68227 0.51915 2.59056 0.0 0.0 0.0
C 1.90109 -0.18281 3.76442 0.0 0.0 0.0
C 0.81050 -0.67186 4.45603 0.0 0.0 0.0
C -0.46124 -0.41235 3.96724 0.0 0.0 0.0
C -0.59277 0.30471 2.79258 0.0 0.0 0.0
N 0.45752 0.75836 2.10694 -0.1 0.0 0.0
H 1.39585 5.51982 -1.33662 0.0 0.0 0.0
H -1.03116 2.68150 -4.31968 0.0 0.0 0.0
H -0.92007 0.51498 -5.61619 0.0 0.0 0.0
H 0.18737 -1.44625 -4.52321 0.0 0.0 0.0
H 0.99826 -1.21666 -2.18902 0.0 0.0 0.0
H 4.87825 2.82232 0.91378 0.0 0.0 0.0
H 2.92132 -0.32434 4.09092 0.0 0.0 0.0
H 0.94408 -1.24756 5.36427 0.0 0.0 0.0
H -1.34648 -0.77356 4.47388 0.0 0.0 0.0
H -1.56067 0.51578 2.36093 0.0 0.0 0.0
C -2.19654 -2.21396 1.12122 0.0 0.0 0.0
N -2.69431 -2.23002 -0.23962 0.0 0.0 0.0
C -4.11191 -2.48424 -0.27751 0.0 0.0 0.0
C -2.22452 -1.09479 -1.03852 0.0 0.0 -0.1
C -2.55741 0.30104 -0.54526 0.0 0.0 0.0
C -3.89507 0.70652 -0.62200 0.0 0.0 0.0
C -4.31375 1.92811 -0.12137 0.0 0.0 0.0
C -3.36511 2.76071 0.46057 0.0 0.0 0.0
C -2.03359 2.37104 0.48577 0.0 0.1 0.0
C -1.55317 1.14734 -0.02735 0.0 0.0 0.0
H -2.34485 -3.19894 1.57292 0.0 0.0 0.0
H -2.71097 -1.46524 1.74742 0.0 0.0 0.0
H -1.12719 -1.99944 1.12700 0.0 0.0 0.0
H -4.30589 -3.47162 0.15321 0.0 0.0 0.0
H -4.46449 -2.48880 -1.31221 0.0 0.0 0.0
H -4.71167 -1.75054 0.28781 0.0 0.0 0.0
H -2.61586 -1.24254 -2.05372 0.0 0.0 0.0
H -1.14180 -1.18901 -1.08608 0.0 0.0 0.0
H -4.62257 0.05334 -1.09551 0.0 0.0 0.0
H -5.35428 2.22748 -0.19000 0.0 0.0 0.0
H -3.65805 3.72480 0.86560 0.0 0.0 0.0
H -1.31277 3.06834 0.90473 0.0 0.0 0.0
Cl 1.03405 -7.74326 0.10383 0.0 0.0 0.0
C 1.16558 -5.98322 0.16266 0.0 0.0 0.0
C 2.21942 -5.37998 0.84468 0.0 0.0 0.0
C 2.32535 -4.00984 0.89426 0.0 0.0 0.0
C 1.37535 -3.12773 0.26573 0.0 0.0 0.0
C 1.49637 -1.75058 0.35108 0.0 0.0 -0.1
C 0.31996 -3.81143 -0.43401 0.0 0.1 0.0
C 0.22177 -5.18461 -0.47430 0.0 0.0 0.0
H 2.96146 -5.99922 1.33730 0.0 0.0 0.0
H 3.15697 -3.56502 1.43152 0.0 0.0 0.0
H 2.39222 -1.30999 0.76521 0.0 0.0 0.0
H 0.86195 -1.09379 -0.24576 0.0 -0.1 0.1
H -0.45116 -3.22940 -0.92726 0.0 0.0 0.0
H -0.60229 -5.64825 -1.00580 0.0 0.0 0.0

(3)
72
Properties=species:S:1:pos:R:3:forces:R:3 method="wB97M-V/def2-TZVPD" e_tot_ev=-65221.056 orbital_gap_ev="5.317 / 5.168" charge=0 multiplicity=5 s2=6.04 fmax_ha_per_bohr=0.0726 e_lumo_ev="-0.39 / -2.81"
Ir 0.74483 -2.08100 -0.19973 0.3 -2.7 -2.5
Cl 3.53616 1.41285 -5.64770 0.4 0.1 0.2
C 3.00653 0.16399 -4.58787 0.0 0.4 0.7
C 2.11335 -0.75684 -5.13518 -1.4 -0.4 -1.7
C 1.46862 -1.63770 -4.30142 0.4 -1.2 -0.1
C 1.75879 -1.71425 -2.89616 -0.6 0.2 -0.8
O 1.14533 -2.58929 -2.17179 0.2 0.7 0.0
C 2.73086 -0.77705 -2.35445 0.4 -0.1 -1.2
C 3.26567 -0.86114 -1.06700 0.3 -0.3 0.6
N 2.57993 -1.38492 -0.03961 0.2 0.3 3.0
C 2.91957 -1.17031 1.33805 -0.5 -0.1 -1.5
C 4.15435 -0.76998 1.78527 0.1 0.0 1.1
C 4.27720 -0.50486 3.19429 -0.3 -0.7 -1.0
C 3.25609 -0.66684 4.08872 -0.2 0.4 0.9
C 1.92459 -0.93405 3.64444 -0.3 -1.7 -1.0
C 0.73042 -1.05662 4.39802 -1.1 0.5 -0.3
C -0.47805 -1.43123 3.76130 0.0 0.0 0.6
C -0.46183 -1.90384 2.43409 0.3 0.7 0.9
N 0.66422 -1.77214 1.72892 -1.2 -0.4 1.2
C 1.80069 -1.31317 2.27016 1.3 0.9 0.0
C 3.34288 0.14823 -3.22545 -1.1 -0.7 -0.8
H 1.80543 -0.72193 -6.24936 0.8 0.0 2.1
H 0.81997 -2.41929 -4.74471 0.2 0.8 0.6
H 4.27901 -0.53117 -0.93541 0.1 0.5 0.3
H 5.05354 -0.80320 1.15300 -0.6 0.3 0.3
H 5.24891 -0.24404 3.53985 0.6 0.1 0.4
H 3.44673 -0.64896 5.17909 -0.1 0.4 -0.8
H 0.69297 -0.75942 5.46063 0.2 -0.2 -0.7
H -1.48335 -1.36300 4.27028 1.5 -0.3 -0.4
H -1.33299 -2.36846 1.94789 0.6 0.5 0.1
H 3.98046 0.85586 -2.75065 0.6 0.5 -0.2
C -2.25397 -4.77944 -0.26771 -0.2 -0.4 0.6
C -1.16695 -4.03644 -1.07700 -1.5 -0.7 -0.1
C -1.67729 -3.95268 -2.50671 -0.5 0.7 0.3
O -1.02482 -2.77605 -0.45443 0.2 -0.2 0.4
H -2.57459 -5.72218 -0.77189 0.1 0.8 0.2
H -3.15767 -4.13663 -0.01090 1.2 -0.7 -0.6
H -1.77457 -5.10210 0.65954 -0.3 0.1 0.3
H -0.22710 -4.63292 -1.07245 -0.4 0.4 0.1
H -2.57099 -3.30664 -2.59070 0.5 0.0 0.2
H -2.02728 -4.94211 -2.76897 0.3 -0.3 -0.4
H -0.89800 -3.58366 -3.14586 0.1 0.1 -0.5
O -0.94915 -0.63942 -2.73662 0.3 1.7 2.6
C -0.80276 0.07925 -1.71969 0.3 -0.2 -1.4
N -1.19441 1.40288 -1.59679 -0.7 -0.1 -1.2
C -1.11000 1.88538 -0.22849 1.0 -1.3 -0.4
C -0.08786 0.84440 0.30372 0.8 0.8 1.0
O 0.57127 1.07673 1.33507 -1.0 -1.2 -1.7
N -0.10086 -0.23356 -0.53136 -0.6 1.4 -0.5
C -2.33792 1.65848 0.59316 -1.8 -0.6 -2.0
C -3.54087 1.17362 0.00264 0.7 -0.4 0.2
C -4.69283 1.18252 0.78657 -0.4 0.0 -1.3
C -4.69916 1.75691 2.05102 -1.3 -0.5 0.5
C -3.50858 1.99305 2.65640 2.4 1.2 1.1
C -2.30348 1.99768 1.89780 -1.4 -0.5 2.0
C -0.64009 3.28276 -0.04703 -0.2 1.7 -0.5
C -1.56135 4.31880 0.07793 -1.3 0.5 0.4
C -1.14930 5.66696 0.27215 -2.9 -0.2 0.0
C 0.14605 6.00048 0.32935 3.0 -0.9 -0.3
C 1.10519 4.98545 0.06251 -0.9 0.4 0.7
C 0.69159 3.66114 -0.07085 2.2 0.1 -0.4
H -1.61828 1.86946 -2.41138 0.2 -0.3 1.0
H -3.49076 0.72542 -1.02640 -0.3 0.6 1.2
H -5.62485 0.75817 0.39584 0.3 0.4 0.0
H -5.65221 1.93857 2.58435 0.7 -0.4 -0.3
H -3.40511 2.28348 3.73318 -0.4 -0.2 -1.1
H -1.34965 2.17804 2.35766 0.2 0.4 0.2
H -2.66378 4.05923 0.14003 1.5 0.5 -0.2
H -1.88841 6.49248 0.40208 0.4 -1.0 0.0
H 0.53489 6.96701 0.62007 -0.4 0.2 -0.3
H 2.15799 5.26518 0.07796 -0.2 -0.3 -0.1
H 1.52701 2.94402 -0.19131 -0.9 0.1 0.0